The following is a DFT calculation (wB97M-V/def2-TZVPD) of a structure of composition C8H10GaN2S in a non-equilibrium geometry.

Atoms and positions in Å:
C  -0.4467  1.0855  -2.1181
C  0.9612  1.1855  -1.8617
C  1.1330  1.9742  -0.6720
C  -0.1707  2.3365  -0.1864
C  -1.1450  1.7816  -1.0820
Ga  0.0247  -0.1219  0.1724
N  -1.2635  -1.4698  -0.1796
C  -0.4177  -2.5896  -0.5772
C  0.9358  -1.8850  -0.6428
H  2.0682  2.4271  -0.3424
H  1.7562  0.9459  -2.5746
H  -0.3637  3.1114  0.5563
H  -2.2021  2.0432  -1.0954
H  -0.8923  0.7287  -3.0469
H  1.3074  -1.6787  -1.6499
H  -0.3375  -3.4514  0.1215
H  -2.2560  -1.6376  -0.0406
H  1.6924  -2.1715  0.0735
H  -0.6855  -3.0825  -1.5441
S  0.3018  0.5300  2.4837
C  0.0535  0.0550  4.0523
N  -0.0535  -0.1165  5.2153

Cartesian forces (eV/Å) of the 6 atoms listed first:
C 0.8 1.1 0.2
C -0.9 1.5 -0.2
C -0.4 -0.4 -0.8
C 0.0 -0.5 -0.6
C 0.9 0.2 -0.5
Ga -0.1 -1.5 -0.9

Summary:
**Net charge**: -1
**Multiplicity**: 1
**HOMO energy**: -4.32 eV
**HOMO-LUMO gap**: 7.727 eV

---

The following is a DFT calculation (wB97M-V/def2-TZVPD) of a cluster of 2 separate species, C3H2O4 in total in a non-equilibrium geometry.

Atoms and positions in Å:
O  -1.1108  -0.0045  1.7464
C  -0.4267  -0.9304  1.4186
C  0.2474  -1.1452  0.0902
O  -0.1581  -0.3954  -0.7687
H  -0.2263  -1.6893  2.2263
H  1.0651  -1.9610  -0.0669
O  -0.8570  2.4512  -1.4864
C  0.2865  2.0938  -1.4928
O  1.1800  1.5807  -1.6665

Cartesian forces (eV/Å) of the 6 atoms listed first:
O 0.1 0.3 -1.0
C 0.3 -1.2 3.0
C -0.3 0.8 -1.4
O 0.9 -1.4 -0.1
H 0.1 -0.1 -0.6
H -1.2 1.2 0.3

Summary:
**Net charge**: 0
**Multiplicity**: 1
**HOMO energy**: -10.35 eV
**HOMO-LUMO gap**: 9.195 eV

---

The following is a DFT calculation (wB97M-V/def2-TZVPD) of a structure of composition C30H50BrN3P2RuS in a non-equilibrium geometry.

Atoms and positions in Å:
C  0.3958  5.5890  -4.1016
C  0.3375  4.1826  -4.4013
C  -0.2329  3.9259  -5.6673
C  -0.7837  4.9555  -6.4773
N  -0.8088  6.2349  -6.1329
C  -0.1817  6.5386  -4.9930
C  0.5553  2.9467  -3.5705
C  -0.2764  2.1604  -2.9492
C  -1.2982  1.4839  -2.2664
C  -1.1247  0.0766  -2.3556
C  -1.7037  -0.6916  -1.3572
C  -2.6577  -0.1220  -0.4696
C  -2.9140  1.2472  -0.4827
C  -2.2853  2.0532  -1.4358
Ru  1.0172  0.7691  -3.3725
P  1.9608  0.4253  -1.3384
H  -0.2766  2.8888  -6.0037
H  0.8597  5.9865  -3.1907
H  -1.2596  4.7217  -7.4408
H  -0.2153  7.6195  -4.8053
H  -2.4389  3.1296  -1.4207
H  -0.3907  -0.4051  -3.1295
H  -3.5719  1.6970  0.2774
H  -1.4194  -1.7387  -1.1945
C  1.6330  -0.9281  -0.0685
C  2.1215  -2.3568  -0.2715
H  0.5367  -0.9168  0.0532
H  2.0109  -0.5448  0.8989
H  1.8221  -2.9644  0.6006
H  1.6835  -2.8232  -1.1653
H  3.2186  -2.4331  -0.3289
C  2.4612  -0.5074  -3.1248
C  3.1839  0.3818  -4.1149
H  1.6985  -1.1845  -3.5718
H  3.1491  -0.9872  -2.4373
H  3.2974  -0.1152  -5.0840
H  2.5618  1.3094  -4.3059
H  4.1718  0.6372  -3.7272
C  3.6579  0.9160  -0.7612
C  4.7579  -0.1509  -0.7035
H  3.5181  1.3750  0.2355
H  3.9497  1.7403  -1.4284
H  5.6932  0.3641  -0.4402
H  4.5848  -0.9087  0.0713
H  4.9281  -0.6568  -1.6610
Br  -3.0375  -1.1923  0.9513
P  -1.7787  -2.8232  -4.2602
C  -0.3411  -3.3634  -3.1917
C  0.0160  -4.7996  -3.6343
H  -0.5654  -3.3989  -2.1134
H  0.4915  -2.6535  -3.3413
H  1.0954  -4.9407  -3.6423
H  -0.4134  -5.5585  -2.9707
H  -0.3510  -4.9990  -4.6435
C  -3.1170  -3.0203  -3.0045
C  -4.4611  -3.5301  -3.5223
H  -3.2254  -2.0385  -2.5269
H  -2.7277  -3.7130  -2.2394
H  -5.1260  -3.7230  -2.6763
H  -4.9654  -2.7961  -4.1516
H  -4.3714  -4.4607  -4.0855
C  -2.1227  -1.2160  -5.0404
C  -2.9115  -1.2405  -6.3919
H  -1.1486  -0.7146  -5.1847
H  -2.6882  -0.6260  -4.3011
H  -3.2378  -0.2208  -6.6617
H  -2.3153  -1.6171  -7.2417
H  -3.8267  -1.8513  -6.3305
C  2.3144  -0.5703  4.7237
C  1.6246  0.6784  4.2139
N  1.4975  0.5548  2.7227
C  0.5387  1.2754  2.0617
S  0.8344  1.9356  0.4993
N  -0.6916  1.3445  2.6247
C  -1.2864  0.2236  3.3886
C  -2.0387  0.7266  4.6023
H  1.8025  -1.4960  4.4336
H  2.3524  -0.5489  5.8148
H  3.3520  -0.6377  4.3844
H  0.6350  0.7822  4.6796
H  2.2271  1.5741  4.4616
H  2.4130  0.6571  2.2725
H  -1.3708  1.9191  2.1263
H  -1.9518  -0.3436  2.7018
H  -0.4865  -0.4699  3.6568
H  -2.9108  1.3155  4.2967
H  -2.4044  -0.1052  5.2146
H  -1.3990  1.3578  5.2325

Cartesian forces (eV/Å) of the 6 atoms listed first:
C -0.1 -0.7 -0.2
C -0.9 1.0 -1.2
C -0.1 0.7 0.0
C -1.0 -0.7 -2.0
N 2.5 -3.8 3.1
C -0.3 2.0 0.2

Summary:
**Net charge**: +4
**<S²>**: 6.034
**Multiplicity**: 5
**HOMO energy (alpha / beta)**: -18.70 / -18.70 eV
**HOMO-LUMO gap (alpha / beta)**: 6.375 / 4.090 eV

---

The following is a DFT calculation (wB97M-V/def2-TZVPD) of a cluster of 8 separate species, C45H48O17 in total in a non-equilibrium geometry.

Atoms and positions in Å:
O  0.2957  2.5000  0.5100
C  -0.9393  2.9855  0.7963
C  -1.6759  2.4059  1.8279
C  -2.9570  2.7280  2.1052
C  -3.6124  3.5972  1.2478
O  -4.9357  3.7722  1.5246
C  -2.9783  4.1353  0.1839
C  -1.6038  3.8049  -0.0720
H  0.5780  1.9916  1.3085
H  -1.2340  1.6251  2.3988
H  -3.5248  2.2572  2.9193
H  -5.4141  4.4528  0.9538
H  -3.4691  4.7630  -0.5289
H  -1.0271  4.1929  -0.8984
O  -3.7972  -3.1162  -1.9004
C  -3.0706  -3.8286  -0.9249
C  -3.7229  -4.8128  -0.2116
C  -2.9866  -5.5355  0.7148
C  -1.5645  -5.2545  0.8380
O  -0.8087  -6.0936  1.6058
C  -0.9682  -4.2141  0.1855
C  -1.7308  -3.4783  -0.7372
H  -4.6671  -2.9916  -1.5108
H  -4.6770  -5.1276  -0.3865
H  -3.4859  -6.3618  1.1562
H  -1.2968  -6.8978  1.8431
H  0.0291  -4.0417  0.1307
H  -1.4845  -2.5818  -1.4401
O  -4.8657  -2.4148  4.5469
C  -3.6123  -1.9866  4.0970
C  -3.0643  -2.5292  3.0067
C  -1.9397  -1.8897  2.4508
C  -1.3426  -0.7273  2.9615
O  -0.2863  -0.1752  2.4318
C  -2.0153  -0.1714  4.0485
C  -3.1100  -0.7655  4.5753
H  -4.9697  -2.5881  5.4928
H  -3.4768  -3.2483  2.3157
H  -1.4250  -2.3069  1.6211
H  0.1338  -0.8406  1.9065
H  -1.6738  0.7259  4.6012
H  -3.6026  -0.2866  5.4166
O  2.8141  3.6251  -3.3858
C  3.1367  4.5436  -2.4130
C  3.9171  5.5759  -2.7925
C  4.1359  6.5559  -1.8285
C  3.6345  6.5456  -0.5245
O  3.8642  7.5780  0.3348
C  2.9279  5.4028  -0.1487
C  2.6739  4.3906  -1.0984
H  1.8899  3.2995  -3.3049
H  4.2588  5.6485  -3.8532
H  4.7149  7.4490  -2.0492
H  3.4096  7.4758  1.1614
H  2.3918  5.3820  0.7919
H  1.9699  3.6471  -0.8481
O  -6.6318  -3.4804  1.4982
C  -6.4371  -2.3562  0.7793
C  -6.9925  -2.3868  -0.5293
C  -6.6771  -1.4193  -1.4607
C  -5.7764  -0.4188  -1.1170
O  -5.3678  0.5931  -1.9479
C  -5.2505  -0.3594  0.1635
C  -5.5718  -1.3155  1.1237
H  -5.9983  -3.4382  2.2618
H  -7.8067  -3.1351  -0.6092
H  -7.2298  -1.3834  -2.3965
H  -5.7788  0.5444  -2.7978
H  -4.5049  0.3997  0.2902
H  -5.1645  -1.3683  2.1647
O  1.1287  -1.8185  0.8273
C  2.3064  -2.5148  0.6894
C  2.8083  -3.2076  1.7452
C  3.9571  -3.9521  1.5839
C  4.6933  -3.8548  0.4364
O  5.9061  -4.5055  0.3555
C  4.1810  -3.1603  -0.6449
C  2.9954  -2.4268  -0.5060
H  0.8214  -1.5148  -0.0594
H  2.2143  -3.2644  2.6491
H  4.3214  -4.6011  2.3724
H  6.4337  -4.2251  -0.3965
H  4.6703  -3.2235  -1.5915
H  2.5422  -1.8518  -1.3462
O  6.2985  -1.4475  -0.4589
C  6.2338  -0.2058  -1.1383
C  6.7709  -0.0367  -2.4357
C  6.7415  1.1944  -2.9848
C  6.1789  2.3194  -2.3583
O  6.1321  3.4789  -3.0038
C  5.6507  2.1435  -1.0769
C  5.7196  0.8637  -0.4937
H  6.4094  -1.2049  0.4689
H  7.0267  -0.8723  -3.0017
H  7.1364  1.3529  -3.9385
H  5.6005  4.0772  -2.4727
H  5.4310  3.0019  -0.4711
H  5.3974  0.8190  0.5668
C  2.7825  1.0538  -1.9808
O  1.5229  1.5285  -2.3630
C  0.5123  0.7723  -2.0721
O  0.5960  -0.3173  -1.5623
O  -0.6642  1.3482  -2.4441
C  -1.8438  0.6679  -2.0197
H  2.9967  0.0985  -2.4723
H  2.7221  0.8720  -0.9357
H  3.4976  1.7997  -2.2246
H  -2.5964  1.3763  -2.3077
H  -1.8075  0.4632  -0.9837
H  -1.9969  -0.2922  -2.5256

Cartesian forces (eV/Å) of the 6 atoms listed first:
O 1.2 -0.4 0.9
C -1.5 -0.8 -0.2
C 0.8 -0.2 0.6
C -1.0 -0.1 0.3
C -1.2 0.0 0.5
O -1.6 1.5 -0.7

Summary:
**Net charge**: 0
**Multiplicity**: 1
**HOMO energy**: -7.95 eV
**HOMO-LUMO gap**: 8.422 eV

---

Question: Which of these has the highest net charge?
Answer: C30H50BrN3P2RuS